[1]
Here is C11H32B3MgO6S as an isolated structure from the OMol25 dataset. Energies are from wB97M-V/def2-TZVPD.

Output
E_tot   -1562.41822 Ha
Charge   -1

Cartesian coordinates (Å):
Mg  8.17  -23.19  -2.76
B  8.96  -22.11  -1.34
H  9.29  -21.44  -0.56
H  7.96  -22.46  -1.15
H  9.06  -21.49  -2.21
H  9.64  -22.95  -1.38
B  7.11  -22.53  -4.49
H  8.16  -22.38  -4.35
H  6.72  -21.76  -5.14
H  6.94  -23.48  -4.98
H  6.63  -22.47  -3.53
B  7.04  -24.90  -2.19
H  6.48  -25.83  -2.16
H  7.73  -24.77  -1.37
H  7.52  -24.93  -3.15
H  6.45  -24.00  -2.28
C  9.65  -18.08  -1.21
C  9.86  -17.20  -2.53
C  8.58  -17.11  -3.32
O  8.04  -15.98  -2.60
C  9.01  -15.15  -2.10
O  8.85  -14.08  -1.52
O  10.18  -15.82  -2.23
H  10.46  -17.84  -0.53
H  9.71  -19.16  -1.30
H  8.67  -17.86  -0.78
H  10.71  -17.51  -3.13
H  7.90  -17.96  -3.39
H  8.89  -16.94  -4.35
C  9.71  -23.94  1.76
C  9.59  -22.65  2.51
O  10.49  -22.43  3.30
C  8.39  -21.69  2.37
H  10.62  -24.45  2.08
H  9.83  -23.84  0.68
H  8.84  -24.59  1.78
H  8.29  -21.35  1.34
H  8.58  -20.68  2.73
H  7.44  -22.08  2.74
C  13.37  -23.81  -3.29
C  13.38  -25.08  -4.24
C  11.90  -25.18  -4.56
S  10.94  -24.95  -2.98
O  10.79  -26.21  -2.26
O  9.79  -24.17  -3.31
C  12.32  -24.02  -2.13
H  13.21  -22.84  -3.77
H  14.33  -23.47  -2.90
H  13.70  -26.02  -3.78
H  14.05  -24.72  -5.02
H  11.47  -26.07  -5.02
H  11.63  -24.31  -5.16
H  12.71  -24.72  -1.38
H  11.86  -23.21  -1.56



[2]
Here is C11H32O17S2V2 as an isolated structure from the OMol25 dataset. Energies are from wB97M-V/def2-TZVPD.

Output
E_tot   -4401.36853 Ha
Charge   -2

Cartesian coordinates (Å):
O  0.36  -0.04  -0.39
V  -0.06  0.06  1.17
O  1.02  -0.78  2.08
O  3.42  1.97  8.41
V  2.39  1.39  7.33
O  3.06  0.15  6.60
S  -2.71  1.60  5.64
O  -3.83  1.07  6.37
O  -1.54  1.40  6.49
O  -2.44  0.96  4.37
O  -2.80  3.05  5.56
S  1.61  4.64  3.41
O  1.29  3.49  2.60
O  2.88  5.23  3.08
O  0.50  5.61  3.39
O  1.57  4.27  4.83
C  -2.33  -3.64  -1.08
O  -2.40  -2.86  0.09
H  -1.31  -3.96  -1.32
H  -2.75  -4.62  -0.87
H  -2.83  -3.15  -1.92
H  -3.21  -3.03  0.57
C  -2.06  -3.48  6.63
O  -2.30  -2.71  7.78
H  -1.05  -3.30  6.24
H  -2.04  -4.51  6.97
H  -2.80  -3.35  5.84
H  -2.73  -1.94  7.39
C  4.84  -4.24  -0.69
C  4.99  -5.74  -0.84
C  5.39  -6.21  -2.25
O  5.83  -6.28  0.11
H  4.15  -3.87  -1.45
H  5.74  -3.64  -0.82
H  4.42  -3.98  0.28
H  4.07  -6.23  -0.52
H  6.27  -5.62  -2.50
H  4.66  -5.96  -3.02
H  5.64  -7.27  -2.37
H  6.67  -5.82  0.11
C  -5.70  3.59  0.49
C  -4.82  2.69  -0.37
C  -5.03  2.78  -1.87
O  -3.46  2.98  -0.12
H  -5.41  4.63  0.41
H  -5.47  3.45  1.54
H  -6.78  3.48  0.37
H  -5.05  1.67  -0.08
H  -6.11  2.69  -2.00
H  -4.52  2.00  -2.45
H  -4.72  3.69  -2.37
H  -3.24  3.91  -0.23
C  0.70  2.59  -6.38
C  1.56  3.30  -7.40
C  3.02  2.90  -7.43
O  1.02  2.99  -8.70
H  -0.34  2.90  -6.34
H  0.98  2.85  -5.35
H  0.72  1.51  -6.49
H  1.48  4.37  -7.22
H  3.62  3.30  -6.61
H  3.61  3.13  -8.32
H  3.07  1.81  -7.39
H  1.28  2.11  -8.96



[3]
Here is C11H33AgN6O5 as an isolated structure from the OMol25 dataset. Energies are from wB97M-V/def2-TZVPD.

Output
E_tot   -1290.54678 Ha

Cartesian coordinates (Å):
Ag  -8.30  19.97  19.79
C  -5.56  18.32  20.34
O  -6.40  18.31  19.22
H  -4.51  18.04  20.16
H  -5.52  19.25  20.93
H  -5.95  17.54  21.01
C  -10.85  18.56  16.83
C  -9.74  18.06  17.80
C  -9.78  16.51  17.84
O  -10.90  16.11  18.61
C  -11.33  14.79  18.39
N  -8.52  18.54  17.27
H  -11.76  18.98  17.27
H  -11.04  17.79  16.07
H  -10.51  19.40  16.23
H  -9.93  18.49  18.78
H  -8.81  16.11  18.15
H  -9.90  16.06  16.85
H  -12.08  14.57  17.62
H  -11.73  14.47  19.35
H  -10.50  14.12  18.15
H  -7.72  18.28  17.86
H  -8.39  18.27  16.30
C  -9.67  17.84  23.71
C  -9.44  18.85  22.59
C  -8.08  19.53  22.74
O  -7.89  20.68  21.98
C  -8.49  21.86  22.48
N  -9.61  18.13  21.29
H  -10.58  17.25  23.64
H  -9.78  18.42  24.62
H  -8.83  17.14  23.74
H  -10.29  19.54  22.58
H  -7.24  18.88  22.50
H  -7.82  19.76  23.78
H  -8.24  22.73  21.87
H  -8.23  22.02  23.52
H  -9.55  21.68  22.29
H  -9.05  17.29  21.37
H  -10.57  17.84  21.41
C  -11.07  21.94  19.38
O  -10.28  21.28  20.07
N  -10.71  22.84  18.47
N  -12.39  21.85  19.47
H  -9.75  22.99  18.20
H  -11.40  23.41  18.01
H  -13.05  22.28  18.85
H  -12.81  21.35  20.23
C  -7.87  21.91  16.87
O  -7.61  21.54  18.02
N  -8.99  21.56  16.21
N  -7.18  22.84  16.21
H  -9.54  20.88  16.72
H  -9.27  21.99  15.35
H  -6.35  23.25  16.61
H  -7.65  23.30  15.46



[4]
Here is a 11-piece molecular cluster, C11H33N11O22 overall from the OMol25 dataset. Energies are from wB97M-V/def2-TZVPD.

Output
E_tot   -2695.46098 Ha
SMILES string   C[N+](=O)[O-].C[N+](=O)[O-].C[N+](=O)[O-].C[N+](=O)[O-].C[N+](=O)[O-].C[N+](=O)[O-].C[N+](=O)[O-].C[N+](=O)[O-].C[N+](=O)[O-].C[N+](=O)[O-].C[N+](=O)[O-]

Cartesian coordinates (Å):
C  -3.63  2.97  -2.82
N  -2.40  3.43  -2.14
O  -2.52  4.05  -1.13
O  -1.33  3.08  -2.62
H  -3.62  3.45  -3.81
H  -4.49  3.30  -2.26
H  -3.59  1.90  -2.96
C  -5.55  -0.90  0.17
N  -4.43  -0.42  1.00
O  -3.29  -0.63  0.60
O  -4.71  0.03  2.07
H  -6.45  -0.40  0.48
H  -5.67  -1.97  0.30
H  -5.32  -0.67  -0.86
C  2.76  3.10  2.08
N  3.48  4.14  1.34
O  2.89  5.18  1.11
O  4.65  3.92  1.08
H  3.16  3.10  3.08
H  2.87  2.16  1.55
H  1.71  3.38  2.15
C  1.19  2.26  -5.30
N  1.26  1.21  -4.25
O  2.14  1.33  -3.40
O  0.47  0.27  -4.35
H  1.52  1.75  -6.19
H  1.87  3.05  -5.03
H  0.20  2.68  -5.33
C  4.21  -0.22  -1.62
N  4.31  0.20  -0.20
O  4.92  1.18  0.02
O  3.79  -0.47  0.66
H  5.15  -0.68  -1.88
H  4.12  0.68  -2.23
H  3.32  -0.81  -1.79
C  2.40  -1.04  3.53
N  2.65  -1.36  4.97
O  3.76  -1.65  5.31
O  1.70  -1.30  5.71
H  3.02  -1.64  2.88
H  2.55  0.02  3.43
H  1.36  -1.31  3.40
C  -1.97  -3.73  1.48
N  -2.09  -5.13  1.95
O  -1.73  -6.04  1.24
O  -2.54  -5.26  3.05
H  -1.40  -3.70  0.56
H  -1.54  -3.17  2.29
H  -2.98  -3.39  1.27
C  1.53  4.08  -1.56
N  1.40  5.13  -2.60
O  0.93  4.83  -3.68
O  1.74  6.23  -2.29
H  1.19  4.47  -0.62
H  2.59  3.81  -1.54
H  0.97  3.23  -1.89
C  -0.13  -0.58  -0.78
N  0.37  0.09  0.43
O  1.08  1.03  0.31
O  0.05  -0.38  1.48
H  -0.63  -1.49  -0.50
H  0.70  -0.68  -1.47
H  -0.91  0.04  -1.22
C  0.40  -6.04  -1.63
N  -0.59  -5.09  -2.17
O  -0.53  -3.94  -1.78
O  -1.41  -5.50  -2.94
H  1.30  -5.97  -2.21
H  -0.04  -7.02  -1.59
H  0.58  -5.73  -0.60
C  -1.79  -0.70  4.26
N  -3.19  -1.15  4.41
O  -3.92  -0.45  5.00
O  -3.47  -2.23  3.99
H  -1.20  -1.51  4.68
H  -1.64  0.26  4.73
H  -1.54  -0.63  3.20



[5]
Here is a 11-piece molecular cluster, C11H33N11O22 overall from the OMol25 dataset. Energies are from wB97M-V/def2-TZVPD.

Output
E_tot   -2695.36439 Ha
SMILES string   C[N+](=O)[O-].C[N+](=O)[O-].C[N+](=O)[O-].C[N+](=O)[O-].C[N+](=O)[O-].C[N+](=O)[O-].C[N+](=O)[O-].C[N+](=O)[O-].C[N+](=O)[O-].C[N+](=O)[O-].C[N+](=O)[O-]

Cartesian coordinates (Å):
C  -3.59  -1.94  4.32
N  -4.95  -2.67  4.46
O  -5.00  -3.80  4.92
O  -5.91  -2.14  3.98
H  -3.61  -1.11  3.62
H  -3.03  -2.77  3.88
H  -3.21  -1.64  5.29
C  3.43  5.41  -4.03
N  4.03  6.02  -5.30
O  3.60  5.73  -6.37
O  5.08  6.67  -5.21
H  4.08  4.65  -3.62
H  2.47  4.95  -4.27
H  3.21  6.17  -3.28
C  -5.05  -5.94  -0.96
N  -5.07  -4.46  -1.12
O  -4.00  -3.89  -1.07
O  -6.12  -3.91  -1.47
H  -6.00  -6.37  -1.26
H  -4.71  -6.19  0.05
H  -4.34  -6.22  -1.73
C  -3.25  -1.55  -5.54
N  -3.16  -1.45  -7.09
O  -4.05  -2.05  -7.69
O  -2.39  -0.67  -7.60
H  -4.17  -1.04  -5.24
H  -2.42  -0.97  -5.14
H  -3.23  -2.56  -5.12
C  0.45  0.09  0.20
N  1.47  0.30  -0.85
O  1.15  0.19  -2.03
O  2.55  0.78  -0.48
H  -0.05  0.99  0.55
H  1.01  -0.29  1.06
H  -0.20  -0.70  -0.17
C  5.21  4.23  2.99
N  3.70  4.15  3.16
O  3.12  5.07  2.61
O  3.15  3.23  3.74
H  5.36  4.54  1.96
H  5.68  3.30  3.35
H  5.50  5.03  3.67
C  -5.20  3.63  -1.98
N  -4.00  3.93  -2.77
O  -2.87  3.63  -2.32
O  -4.14  4.45  -3.85
H  -5.59  4.57  -1.61
H  -4.88  2.94  -1.19
H  -5.91  3.17  -2.66
C  3.73  -1.37  7.71
N  3.18  -2.19  6.54
O  3.84  -3.10  5.99
O  2.06  -1.83  6.16
H  3.53  -1.90  8.64
H  3.27  -0.39  7.66
H  4.80  -1.29  7.55
C  4.85  -1.00  -6.86
N  4.82  0.17  -7.80
O  5.67  1.02  -7.68
O  3.90  0.26  -8.64
H  5.36  -0.80  -5.92
H  5.40  -1.87  -7.21
H  3.86  -1.35  -6.55
C  2.32  -6.95  1.91
N  1.60  -5.89  1.15
O  0.60  -5.47  1.67
O  2.02  -5.56  0.05
H  1.78  -7.86  1.67
H  2.39  -6.64  2.96
H  3.36  -7.15  1.66
C  -1.95  4.00  6.03
N  -2.88  3.92  4.86
O  -4.02  3.51  4.97
O  -2.47  4.28  3.75
H  -1.18  4.76  5.97
H  -1.48  3.02  6.05
H  -2.52  4.19  6.94



[6]
Here is C11H33O13PS6 as an isolated structure from the OMol25 dataset. Energies are from wB97M-V/def2-TZVPD.

Output
E_tot   -4147.40686 Ha

Cartesian coordinates (Å):
O  -3.47  1.92  1.33
S  -2.77  0.73  1.90
O  -1.28  1.24  2.41
C  -0.95  0.67  3.71
C  -2.04  0.98  4.81
C  -1.41  1.45  6.17
S  -2.65  1.20  7.52
O  -3.04  2.54  8.04
O  -2.07  0.43  8.66
O  -4.02  0.50  6.92
O  -2.51  -0.28  0.56
P  -3.96  -0.89  -0.03
O  -3.77  -2.02  -0.99
O  -4.85  0.31  -0.78
O  -4.85  -1.39  1.31
H  -0.93  -0.43  3.56
H  0.08  0.97  4.01
H  -2.70  1.82  4.47
H  -2.66  0.07  4.89
H  -0.48  0.92  6.45
H  -1.24  2.54  6.11
H  -4.61  0.34  7.67
H  -5.52  0.57  -0.13
H  -5.76  -1.47  0.98
C  -2.93  0.91  -3.13
S  -3.80  2.18  -4.07
O  -4.02  1.64  -5.45
C  -2.41  3.33  -4.16
H  -3.60  0.07  -2.99
H  -2.05  0.58  -3.68
H  -2.65  1.31  -2.16
H  -1.56  2.85  -4.64
H  -2.15  3.65  -3.15
H  -2.73  4.20  -4.74
C  -1.80  1.68  -8.13
S  -1.02  0.07  -7.92
O  0.44  0.30  -7.75
C  -1.28  -0.50  -9.61
H  -1.72  2.23  -7.20
H  -1.30  2.23  -8.93
H  -2.86  1.54  -8.38
H  -0.81  0.19  -10.31
H  -2.35  -0.56  -9.81
H  -0.84  -1.48  -9.71
C  4.12  -1.22  3.09
S  3.49  0.47  3.20
O  2.66  0.56  4.44
C  2.35  0.33  1.81
H  4.83  -1.37  3.90
H  3.30  -1.93  3.20
H  4.62  -1.36  2.14
H  1.64  -0.48  1.99
H  2.91  0.14  0.89
H  1.81  1.27  1.71
C  8.66  -4.42  1.46
S  8.03  -2.73  1.56
O  7.21  -2.63  2.80
C  6.89  -2.87  0.17
H  9.37  -4.57  2.27
H  7.84  -5.13  1.56
H  9.17  -4.56  0.50
H  6.18  -3.68  0.35
H  7.46  -3.06  -0.74
H  6.36  -1.93  0.07



[7]
Here is a 6-piece molecular cluster, C11H34ClN2O9 overall from the OMol25 dataset. Energies are from wB97M-V/def2-TZVPD.

Output
E_tot   -1686.09888 Ha
Charge   -1

Cartesian coordinates (Å):
Cl  -1.33  2.43  -1.37
O  -2.34  1.68  -2.08
O  -1.98  3.51  -0.68
O  -0.63  1.59  -0.42
O  -0.35  2.92  -2.31
C  -1.39  2.41  -5.76
O  -0.77  3.70  -5.79
H  -2.15  2.34  -6.54
H  -0.63  1.69  -6.08
H  -1.81  2.16  -4.79
H  0.03  3.61  -5.26
C  1.97  0.82  -2.81
O  2.54  1.95  -2.17
H  1.09  1.11  -3.39
H  2.74  0.52  -3.52
H  1.56  0.03  -2.17
H  1.79  2.41  -1.76
C  -1.65  -1.51  -4.30
O  -0.88  -0.44  -3.83
H  -1.69  -2.34  -3.59
H  -2.72  -1.23  -4.42
H  -1.30  -1.84  -5.27
H  -1.19  -0.13  -2.98
C  -0.83  3.26  3.07
C  0.13  2.07  3.23
C  0.31  1.73  4.68
O  1.33  0.73  4.81
C  2.10  0.92  5.96
N  -0.40  0.89  2.52
H  -1.00  3.47  2.01
H  -0.49  4.16  3.58
H  -1.84  3.02  3.45
H  1.07  2.43  2.80
H  -0.63  1.33  5.09
H  0.64  2.62  5.23
H  2.84  1.72  5.84
H  2.67  0.01  6.17
H  1.51  1.07  6.87
H  -0.40  1.05  1.51
H  -1.41  1.00  2.63
C  2.06  -3.39  0.10
C  0.75  -2.68  0.14
C  -0.32  -3.36  0.95
O  -0.52  -4.69  0.49
C  -1.22  -5.45  1.43
N  0.93  -1.33  0.74
H  2.04  -4.32  -0.47
H  2.41  -3.59  1.12
H  2.83  -2.77  -0.36
H  0.34  -2.46  -0.86
H  -1.27  -2.81  0.88
H  0.03  -3.33  1.99
H  -1.56  -6.36  0.92
H  -2.17  -4.98  1.72
H  -0.62  -5.75  2.29
H  0.12  -0.76  0.55
H  1.66  -0.85  0.23



M list, top to bottom, in g mol⁻¹: 349.2; 602.4; 437.3; 671.4; 671.4; 596.7; 373.9